(1)
69
Properties=species:S:1:pos:R:3 method="wB97M-V/def2-TZVPD" total_charge=+1 s2=6.164 e_above_lowest_kj_mol=30.0 max_force_ha_per_bohr=0.0229 multiplicity=5 energy_ha=-7837.13738 gap_ev="5.6 / 6.8" homo_ev="-10.966 / -10.988"
Mn -0.01 0.02 -0.01
C 2.50 -5.50 -0.71
C 2.54 -4.45 -1.81
C 3.29 -4.92 -3.03
O 3.16 -3.25 -1.32
C 2.17 -2.39 -0.80
C 0.83 -3.10 -1.21
O 1.24 -4.03 -2.19
C -0.46 -2.38 -1.65
O -0.76 -1.45 -0.61
C -1.66 -3.35 -1.60
C -2.92 -2.81 -1.86
C -4.05 -3.60 -1.81
C -3.94 -4.95 -1.50
C -2.70 -5.49 -1.24
C -1.56 -4.70 -1.28
C -0.44 -1.71 -3.01
C -0.46 -0.34 -3.18
C -0.49 0.24 -4.44
C -0.51 -0.57 -5.57
C -0.49 -1.95 -5.41
C -0.46 -2.52 -4.15
C 2.60 -0.94 -1.14
O 1.67 -0.07 -0.51
C 2.73 -0.55 -2.60
C 3.00 0.80 -2.87
C 3.17 1.23 -4.17
C 3.09 0.33 -5.22
C 2.83 -1.01 -4.96
C 2.65 -1.44 -3.65
C 3.94 -0.73 -0.42
C 3.98 -0.35 0.92
C 5.19 -0.22 1.58
C 6.38 -0.48 0.91
C 6.35 -0.87 -0.42
C 5.14 -0.99 -1.08
H 3.51 -5.80 -0.45
H 1.96 -6.38 -1.07
H 2.01 -5.13 0.19
H 4.31 -5.17 -2.76
H 3.30 -4.15 -3.80
H 2.80 -5.81 -3.43
H 2.20 -2.40 0.30
H 0.53 -3.62 -0.30
H -3.00 -1.76 -2.13
H -5.02 -3.17 -2.02
H -4.83 -5.57 -1.46
H -2.60 -6.55 -1.01
H -0.60 -5.16 -1.10
H -0.44 0.33 -2.32
H -0.49 1.31 -4.54
H -0.53 -0.13 -6.55
H -0.51 -2.59 -6.29
H -0.47 -3.59 -4.04
H 3.10 1.50 -2.05
H 3.38 2.28 -4.37
H 3.24 0.66 -6.24
H 2.77 -1.72 -5.77
H 2.43 -2.48 -3.46
H 3.06 -0.15 1.45
H 5.21 0.08 2.62
H 7.33 -0.38 1.43
H 7.27 -1.07 -0.94
H 5.12 -1.29 -2.12
Br -0.46 0.63 2.52
C -1.33 2.28 1.97
Br -1.27 2.43 0.04
H -0.79 3.11 2.40
H -2.37 2.23 2.28

(2)
82
Properties=species:S:1:pos:R:3 method="wB97M-V/def2-TZVPD" total_charge=-1 e_above_lowest_kj_mol=0.0 max_force_ha_per_bohr=0.0260 energy_ha=-6203.72344 gap_ev=6.8 homo_ev=-5.287
Hf 0.62 0.25 0.34
C -4.46 -1.34 -2.01
S -2.99 -2.17 -2.62
C -1.68 -1.27 -1.84
S -1.96 -0.09 -0.65
N -0.53 -1.66 -2.29
N 0.53 -0.99 -1.70
C 1.63 -1.22 -2.31
C 2.86 -0.54 -1.95
C 4.01 -0.77 -2.68
C 5.12 0.02 -2.44
C 5.02 1.03 -1.50
C 3.83 1.17 -0.79
N 2.77 0.39 -0.98
H -5.28 -2.05 -2.12
H -4.68 -0.44 -2.59
H -4.35 -1.09 -0.96
H 1.63 -1.88 -3.18
H 4.02 -1.54 -3.43
H 6.04 -0.13 -3.00
H 5.84 1.70 -1.30
H 3.73 1.93 -0.04
C -1.40 4.25 0.15
C -1.85 3.12 0.99
N -1.25 1.96 1.19
C -2.03 1.28 2.09
C -3.12 2.02 2.44
N -2.99 3.18 1.73
C -4.29 1.82 3.32
O -4.35 0.68 3.99
O -5.13 2.68 3.41
C -1.59 -0.05 2.52
O -2.23 -0.71 3.34
O -0.47 -0.43 1.99
H -1.65 4.07 -0.89
H -0.32 4.34 0.21
H -1.87 5.17 0.50
H -3.66 3.93 1.77
H -3.55 0.09 3.78
C 2.42 0.18 3.98
C 3.53 -0.66 3.35
C 4.31 0.02 2.24
C 3.00 -2.02 2.96
C 3.42 -3.07 3.77
C 2.99 -4.37 3.58
C 2.09 -4.60 2.56
C 1.63 -3.59 1.72
C 0.67 -4.02 0.64
C 1.37 -4.05 -0.72
C -0.66 -3.29 0.66
C 2.11 -2.27 1.89
O 1.78 -1.28 1.02
H 2.77 1.19 4.21
H 2.09 -0.29 4.90
H 1.54 0.28 3.34
H 4.25 -0.84 4.15
H 3.73 0.05 1.32
H 5.23 -0.53 2.04
H 4.57 1.05 2.50
H 4.11 -2.85 4.58
H 3.33 -5.17 4.21
H 1.71 -5.60 2.39
H 0.42 -5.06 0.89
H 1.90 -3.12 -0.89
H 0.66 -4.20 -1.53
H 2.11 -4.85 -0.75
H -0.58 -2.23 0.44
H -1.11 -3.35 1.65
H -1.34 -3.72 -0.07
Br 1.75 2.35 1.43
F -1.77 0.09 -6.83
C -1.29 0.56 -5.67
C -2.14 1.10 -4.72
F -3.46 1.15 -4.96
C -1.62 1.57 -3.52
F -2.50 2.08 -2.65
C -0.26 1.54 -3.21
S 0.32 2.22 -1.70
C 0.56 1.00 -4.21
F 1.90 0.98 -4.07
C 0.07 0.52 -5.41
F 0.91 0.02 -6.33

(3)
77
Properties=species:S:1:pos:R:3 method="wB97M-V/def2-TZVPD" total_charge=+1 s2=0.758 e_above_lowest_kj_mol=477.7 max_force_ha_per_bohr=0.0850 multiplicity=2 energy_ha=-5698.41426 gap_ev="5.2 / 5.1" homo_ev="-10.022 / -10.023"
Ir 0.49 -0.15 -0.37
O -3.56 -3.52 -2.60
C -3.22 -2.71 -3.64
C -3.91 -2.73 -4.85
C -3.54 -1.91 -5.89
C -2.46 -1.05 -5.73
C -1.76 -1.02 -4.54
C -2.13 -1.84 -3.48
C -1.39 -1.80 -2.15
O -1.28 -0.58 -1.63
N -0.08 -2.44 -2.33
N 0.89 -2.17 -1.49
C 2.00 -2.83 -1.52
C 3.08 -2.66 -0.60
Br 2.90 -1.26 0.70
C 4.15 -3.49 -0.53
C 5.23 -3.40 0.43
C 5.92 -2.20 0.62
C 6.90 -2.11 1.59
C 7.19 -3.20 2.40
C 6.54 -4.40 2.18
C 5.58 -4.51 1.19
H -4.34 -4.03 -2.83
H -4.75 -3.41 -4.97
H -4.09 -1.92 -6.82
H -2.15 -0.42 -6.55
H -0.92 -0.35 -4.42
H -1.96 -2.45 -1.44
H -0.01 -3.23 -2.96
H 2.14 -3.62 -2.25
H 4.17 -4.33 -1.21
H 5.73 -1.37 -0.04
H 7.44 -1.18 1.71
H 7.92 -3.11 3.18
H 6.78 -5.26 2.80
H 5.08 -5.46 1.04
S -0.69 -1.37 1.88
C 0.00 0.06 2.49
N 0.39 1.01 1.68
C 0.94 2.07 2.35
C 1.41 3.26 1.80
C 1.93 4.22 2.64
C 1.99 4.03 4.02
C 1.52 2.86 4.59
C 0.99 1.89 3.75
S 0.28 0.36 4.19
H 1.36 3.41 0.73
H 2.29 5.14 2.21
H 2.40 4.80 4.65
H 1.58 2.70 5.65
C -5.08 2.75 0.44
N -3.81 2.05 0.45
C -3.05 2.16 -0.78
C -3.58 1.00 1.26
S -2.79 -0.36 0.58
N -3.97 1.00 2.54
C -4.34 2.19 3.29
C -3.84 -0.19 3.35
H -5.54 2.63 -0.55
H -4.93 3.82 0.62
H -5.76 2.34 1.18
H -3.09 3.20 -1.11
H -3.46 1.52 -1.57
H -2.01 1.87 -0.62
H -4.03 3.09 2.77
H -3.82 2.16 4.25
H -5.41 2.21 3.48
H -3.79 -1.06 2.71
H -4.70 -0.26 4.02
H -2.93 -0.14 3.95
N 1.47 1.42 -1.31
C 1.77 2.46 -1.74
C 2.13 3.67 -2.26
C 3.46 4.13 -2.16
N 4.54 4.49 -2.09
C 1.17 4.45 -2.92
N 0.36 5.08 -3.43

(4)
85
Properties=species:S:1:pos:R:3 method="wB97M-V/def2-TZVPD" total_charge=-1 s2=6.113 max_force_ha_per_bohr=0.0323 multiplicity=5 energy_ha=-4768.32187 gap_ev="4.4 / 7.4" homo_ev="-2.598 / -5.292"
Cr -0.77 0.53 1.28
C -0.92 2.22 4.08
N -0.47 2.22 2.70
C 0.99 2.27 2.65
C 1.56 0.89 2.97
N 0.91 -0.11 2.15
C 1.41 -1.34 2.11
C 2.49 -1.89 2.86
F 3.09 -1.16 3.84
C 2.96 -3.17 2.66
F 4.00 -3.61 3.40
C 2.40 -4.02 1.71
F 2.89 -5.26 1.50
C 1.31 -3.55 0.98
F 0.74 -4.33 0.05
C 0.85 -2.27 1.19
F -0.21 -1.81 0.45
C -1.13 3.29 1.96
C -2.51 2.84 1.49
N -2.36 1.62 0.73
C -3.29 1.26 -0.14
C -4.60 1.80 -0.33
F -5.07 2.77 0.50
C -5.45 1.35 -1.31
F -6.66 1.92 -1.44
C -5.10 0.30 -2.16
F -5.96 -0.14 -3.10
C -3.85 -0.29 -1.99
F -3.48 -1.31 -2.77
C -3.00 0.19 -1.02
F -1.77 -0.39 -0.87
H -0.63 3.16 4.57
H -0.48 1.39 4.63
H -2.00 2.12 4.13
H 1.38 3.01 3.36
H 1.29 2.55 1.64
H 1.41 0.67 4.04
H 2.64 0.91 2.79
H -0.53 3.53 1.07
H -1.22 4.20 2.57
H -2.95 3.65 0.88
H -3.18 2.69 2.35
C 3.92 -2.68 -4.37
C 4.13 -1.57 -5.38
S 4.34 0.03 -4.51
O 5.00 -0.22 -3.25
O 4.97 0.95 -5.41
C 2.66 0.63 -4.13
C 2.82 1.87 -3.25
N 1.78 1.97 -2.27
C 1.71 1.28 -1.09
N 0.53 1.45 -0.50
C -0.20 2.24 -1.32
C 0.54 2.58 -2.44
N 0.17 3.40 -3.47
O 0.99 3.69 -4.38
O -1.01 3.84 -3.44
C 2.88 0.55 -0.53
H 4.00 -3.65 -4.85
H 2.94 -2.60 -3.90
H 4.68 -2.60 -3.60
H 3.30 -1.43 -6.06
H 5.05 -1.70 -5.95
H 2.16 -0.17 -3.58
H 2.15 0.84 -5.06
H 2.76 2.77 -3.88
H 3.79 1.83 -2.75
H -1.21 2.53 -1.14
H 3.47 0.08 -1.32
H 2.53 -0.21 0.16
H 3.53 1.23 0.01
Cl -0.57 -2.57 4.16
C -1.87 -2.79 3.04
C -2.28 -4.09 2.79
C -3.36 -4.31 1.95
C -4.00 -3.23 1.37
C -3.57 -1.95 1.61
C -2.48 -1.68 2.45
C -2.06 -0.32 2.75
H -1.76 -4.91 3.26
H -3.69 -5.32 1.76
H -4.86 -3.40 0.72
H -4.09 -1.11 1.15
H -2.94 0.32 2.82
H -1.54 -0.31 3.70

(5)
84
Properties=species:S:1:pos:R:3 method="wB97M-V/def2-TZVPD" total_charge=-2 max_force_ha_per_bohr=0.0142 energy_ha=-3817.10852 gap_ev=5.9 homo_ev=-2.146
Cd 0.07 -0.18 -0.38
N 4.25 0.95 -6.47
C 3.82 1.37 -5.20
C 4.71 1.49 -4.13
C 4.27 1.90 -2.88
C 2.92 2.18 -2.70
C 2.03 2.07 -3.75
C 2.48 1.68 -5.00
S 2.28 2.65 -1.12
O 1.03 3.32 -1.41
O 3.30 3.40 -0.43
N 1.91 1.28 -0.37
C 2.83 0.60 0.37
N 2.27 -0.39 1.11
C 3.05 -1.10 1.89
C 4.42 -0.87 1.98
C 4.91 0.12 1.14
N 4.15 0.84 0.33
H 5.12 0.44 -6.44
H 3.54 0.43 -6.97
H 5.76 1.25 -4.28
H 4.94 1.99 -2.04
H 0.98 2.28 -3.59
H 1.78 1.59 -5.82
H 2.56 -1.89 2.46
H 5.06 -1.43 2.64
H 5.97 0.32 1.10
S -0.46 2.33 2.00
C -1.42 1.12 2.66
N -1.61 -0.09 2.19
C -2.45 -0.85 2.97
C -2.77 -2.19 2.74
C -3.63 -2.85 3.60
C -4.19 -2.20 4.71
C -3.86 -0.87 4.97
C -2.99 -0.21 4.11
S -2.36 1.41 4.17
H -2.34 -2.70 1.89
H -3.88 -3.89 3.42
H -4.86 -2.73 5.37
H -4.27 -0.36 5.83
C -1.23 4.15 -3.54
Te -1.66 2.55 -2.21
C -3.55 2.15 -3.13
H -2.08 4.83 -3.57
H -1.01 3.78 -4.54
H -0.35 4.66 -3.15
H -3.54 2.59 -4.13
H -4.36 2.59 -2.55
H -3.69 1.08 -3.21
N -2.69 -0.05 -0.78
C -3.49 -0.86 -0.58
N -4.36 -1.83 -0.33
C -5.54 -1.49 0.46
C -6.65 -1.01 -0.46
O -6.92 -1.97 -1.47
C -5.77 -2.23 -2.27
C -4.64 -2.77 -1.42
H -5.27 -0.74 1.20
H -5.86 -2.39 0.99
H -6.35 -0.06 -0.93
H -7.58 -0.85 0.08
H -5.45 -1.31 -2.77
H -6.08 -2.95 -3.03
H -3.72 -2.91 -2.00
H -4.92 -3.72 -0.97
N 2.58 -1.37 -6.95
C 2.01 -1.64 -5.96
N 1.37 -2.08 -4.92
C 1.02 -1.40 -3.86
N 0.62 -0.98 -2.85
O -1.29 -3.17 -0.53
B -0.28 -2.32 0.03
O 0.48 -3.12 0.93
C -0.06 -4.37 0.91
C 0.33 -5.49 1.61
C -0.41 -6.66 1.41
C -1.48 -6.69 0.52
C -1.86 -5.54 -0.19
C -1.13 -4.40 0.03
H 1.16 -5.45 2.30
H -0.14 -7.56 1.94
H -2.04 -7.61 0.38
H -2.69 -5.55 -0.88

(6)
82
Properties=species:S:1:pos:R:3 method="wB97M-V/def2-TZVPD" max_force_ha_per_bohr=0.0137 energy_ha=-3260.93736 gap_ev=7.5 homo_ev=-7.850
Ir 0.28 -0.89 -0.10
N 2.68 -3.52 -6.62
C 2.87 -3.18 -5.29
C 2.77 -1.85 -4.89
C 2.96 -1.51 -3.57
C 3.27 -2.49 -2.64
C 3.40 -3.82 -3.03
C 3.21 -4.16 -4.35
S 3.33 -2.07 -0.95
O 4.16 -3.00 -0.24
O 3.53 -0.66 -0.81
N 1.78 -2.29 -0.43
C 0.96 -3.34 -0.58
N 1.17 -4.60 -0.92
C 0.07 -5.34 -0.99
C -1.22 -4.87 -0.73
C -1.36 -3.54 -0.38
N -0.26 -2.80 -0.29
H 2.11 -2.88 -7.15
H 2.43 -4.49 -6.79
H 2.51 -1.09 -5.61
H 2.84 -0.48 -3.24
H 3.65 -4.57 -2.29
H 3.31 -5.19 -4.67
H 0.21 -6.37 -1.26
H -2.08 -5.52 -0.81
H -2.30 -3.05 -0.19
C 1.55 4.68 1.10
O 0.25 5.27 0.98
C -0.56 5.03 2.05
C -0.71 5.97 3.06
C -1.56 5.72 4.12
C -2.29 4.55 4.17
C -2.18 3.61 3.15
C -1.30 3.84 2.10
N -1.16 2.93 1.03
C -0.75 1.64 1.14
N -0.43 1.21 2.36
C 0.04 -0.06 2.76
C 0.43 -1.06 1.89
C 0.92 -2.24 2.49
C 1.01 -2.38 3.86
C 0.61 -1.35 4.72
C 0.12 -0.19 4.16
O -0.30 0.90 4.87
C -0.18 0.85 6.28
N -0.63 0.88 0.04
C -1.23 1.47 -1.12
C -0.46 2.02 -2.13
C -1.07 2.58 -3.24
C -2.45 2.61 -3.34
C -3.23 2.07 -2.32
C -2.63 1.49 -1.22
O -3.42 1.05 -0.18
C -3.48 -0.36 0.02
H 2.10 4.96 0.21
H 1.48 3.59 1.15
H 2.06 5.06 1.98
H -0.14 6.89 2.99
H -1.67 6.46 4.90
H -2.98 4.36 4.99
H -2.77 2.71 3.15
H -1.17 3.31 0.09
H -0.52 1.87 3.11
H 1.27 -3.05 1.87
H 1.40 -3.29 4.28
H 0.68 -1.48 5.79
H 0.86 0.71 6.59
H -0.79 0.05 6.69
H -0.55 1.81 6.65
H 0.62 1.97 -2.05
H -0.46 2.99 -4.04
H -2.93 3.04 -4.21
H -4.31 2.08 -2.37
H -4.42 -0.56 0.53
H -2.65 -0.70 0.65
H -3.45 -0.89 -0.93
O -0.47 -0.81 -4.50
Cl -0.60 -1.43 -3.23
O -0.21 -2.81 -3.28
O -1.93 -1.31 -2.71
O 0.33 -0.72 -2.31